{
  "formula": "C4H9NO",
  "method": "ωB97M-V/def2-TZVPD",
  "elements": ["C", "C", "N", "C", "C", "O", "H", "H", "H", "H", "H", "H", "H", "H", "H"],
  "positions_angstrom": [[-1.96792, 0.85230, -0.13731], [-0.94728, 0.23980, -1.11035], [0.29468, 0.24833, -0.40350], [0.80536, -0.84814, -0.06974], [1.90433, -0.76277, 0.92946], [2.17869, 0.56416, 1.26764], [-2.26161, 0.13180, 0.64305], [-1.52611, 1.69962, 0.39898], [-2.87139, 1.17152, -0.65357], [-1.27760, -0.77522, -1.39340], [-0.71291, 0.78752, -2.02877], [0.43735, -1.81435, -0.43953], [2.77774, -1.27563, 0.51283], [1.54916, -1.32275, 1.80872], [1.61750, 1.10381, 0.67550]],
  "orbital_gap_ev": 11.202,
  "charge": 0,
  "e_homo_ev": -10.12,
  "smiles": "CC/N=C/CO",
  "de_lowest_ev": 1.703,
  "multiplicity": 1,
  "total_energy_ev": -7830.617
}

{
  "formula": "C4H9NO",
  "method": "ωB97M-V/def2-TZVPD",
  "elements": ["C", "C", "C", "H", "H", "H", "H", "H", "H", "C", "N", "O", "H", "H", "H"],
  "positions_angstrom": [[0.06998, 0.12047, -1.67312], [-1.08614, 0.92262, -1.00729], [-1.00892, 1.58897, 0.13656], [0.98480, 0.67306, -1.46073], [-0.14058, 0.22156, -2.73516], [0.11411, -0.90406, -1.32778], [-1.82631, 1.12424, -1.77339], [-1.72890, 2.35957, 0.39500], [-0.17064, 1.62858, 0.82782], [1.39320, -1.22648, 1.72887], [0.15043, -1.38715, 1.15846], [1.56096, -0.40578, 2.59331], [2.18486, -1.87078, 1.33679], [-0.39121, -0.55759, 0.98081], [-0.10564, -2.28724, 0.81985]],
  "orbital_gap_ev": 11.005,
  "charge": 0,
  "e_homo_ev": -10.03,
  "smiles": "C=CC.NC=O",
  "de_lowest_ev": 1.993,
  "multiplicity": 1,
  "total_energy_ev": -7830.327
}

{
  "formula": "C4H9NO",
  "method": "ωB97M-V/def2-TZVPD",
  "elements": ["C", "C", "N", "C", "O", "C", "H", "H", "H", "H", "H", "H", "H", "H", "H"],
  "positions_angstrom": [[2.26729, -0.40169, 0.19697], [1.28044, 0.64950, 0.64591], [-0.80286, 0.86213, 0.03460], [-0.63314, -0.37493, 0.27965], [-0.66291, -1.32838, 0.95962], [-2.58395, -0.15112, -0.78437], [3.26684, -0.16403, 0.59188], [2.35745, -0.45492, -0.89413], [1.99731, -1.39686, 0.56650], [1.10273, 0.66919, 1.71983], [1.48111, 1.64817, 0.26085], [-0.53861, 1.09224, -0.91246], [-2.57557, 0.20410, -1.81391], [-3.28821, 0.37884, -0.14807], [-2.66794, -1.23226, -0.70288]],
  "orbital_gap_ev": [7.594, 7.824],
  "charge": 0,
  "e_homo_ev": [-7.07, -7.26],
  "de_lowest_ev": 6.704,
  "multiplicity": 1,
  "total_energy_ev": -7825.616
}

{
  "formula": "C4H9NO",
  "method": "ωB97M-V/def2-TZVPD",
  "elements": ["C", "N", "C", "C", "C", "O", "H", "H", "H", "H", "H", "H", "H", "H", "H"],
  "positions_angstrom": [[-1.35421, -0.87277, 0.38328], [-0.52856, -0.04246, -0.48682], [-0.55985, 1.38778, -0.25063], [0.82346, -0.50026, -0.70488], [1.76738, -0.19221, 0.45100], [2.95818, -0.03958, 0.33320], [-2.13112, -1.39779, -0.19007], [-1.85863, -0.27392, 1.15006], [-0.76740, -1.63435, 0.91377], [-1.54762, 1.69656, 0.09941], [0.18923, 1.71518, 0.49321], [-0.34398, 1.92997, -1.17970], [1.24553, -0.05599, -1.61624], [0.83248, -1.58862, -0.84550], [1.27512, -0.13153, 1.44989]],
  "orbital_gap_ev": 9.419,
  "charge": 0,
  "e_homo_ev": -8.47,
  "smiles": "CN(C)CC=O",
  "de_lowest_ev": 1.951,
  "multiplicity": 1,
  "total_energy_ev": -7830.369
}

{
  "formula": "C4H9NO",
  "method": "ωB97M-V/def2-TZVPD",
  "elements": ["C", "C", "O", "C", "N", "C", "H", "H", "H", "H", "H", "H", "H", "H", "H"],
  "positions_angstrom": [[-0.74095, 1.00901, -0.55039], [1.31800, 1.50386, 0.33040], [1.90790, 0.32385, -0.06463], [1.10129, -0.69834, -0.03608], [-0.12635, -0.48039, 0.36088], [-1.02822, -1.61923, 0.29692], [-0.29726, 1.30470, -1.50054], [-1.61955, 0.38968, -0.77729], [-1.06857, 1.86954, 0.02474], [2.01801, 2.31853, 0.15145], [0.87616, 1.44284, 1.32336], [1.49423, -1.61780, -0.46319], [-0.90558, -2.23844, -0.60432], [-2.06023, -1.25794, 0.33243], [-0.86888, -2.24986, 1.17625]],
  "orbital_gap_ev": [7.655, 7.657],
  "charge": 0,
  "e_homo_ev": [-6.74, -6.74],
  "de_lowest_ev": 5.858,
  "multiplicity": 1,
  "total_energy_ev": -7826.462
}

{
  "formula": "C4H9NO",
  "method": "ωB97M-V/def2-TZVPD",
  "elements": ["C", "C", "C", "O", "N", "C", "H", "H", "H", "H", "H", "H", "H", "H", "H"],
  "positions_angstrom": [[2.25776, -0.40871, -0.13129], [1.18880, 0.63239, 0.21802], [-0.16764, 0.01124, 0.51350], [-0.37428, -0.59914, 1.55082], [-1.14166, 0.19917, -0.42234], [-2.50497, -0.22307, -0.17830], [2.13847, -0.79789, -1.14884], [3.25561, 0.03653, -0.04976], [2.19837, -1.24784, 0.56947], [1.48066, 1.12052, 1.15072], [1.11376, 1.40841, -0.55590], [-0.91895, 0.65460, -1.29123], [-2.70515, -1.24187, -0.52664], [-2.67750, -0.19650, 0.89852], [-3.19932, 0.45926, -0.67609]],
  "orbital_gap_ev": 10.519,
  "charge": 0,
  "e_homo_ev": -9.60,
  "smiles": "CCC(=O)NC",
  "de_lowest_ev": 0.314,
  "multiplicity": 1,
  "total_energy_ev": -7832.006
}

- What is the formula in the second record?
  C4H9NO